Below is 4 unconnected molecules or ions with the total composition C16H40BrClN3O3, with properties calculated with ωB97M-V with the def2-TZVPD basis set.

E_tot ... -4057.72713 hartree
Net charge ... -1
Spin multiplicity ... 1

Each line ends with the natural charge from an NBO analysis.
Positions of all 64 atoms, in Å:
C -4.03 -0.54 -3.81  -0.633
C -3.67 -1.09 -2.44  -0.181
Br -3.30 0.43 -1.25  -0.103
C -2.49 -2.06 -2.49  -0.497
C -1.99 -2.71 -1.20  -0.601
Cl -0.41 -1.78 -0.70  -0.307
H -3.29 0.20 -4.12  0.212
H -5.00 -0.05 -3.81  0.201
H -4.04 -1.36 -4.53  0.207
H -4.53 -1.57 -1.99  0.196
H -2.84 -2.86 -3.16  0.189
H -1.67 -1.56 -3.01  0.201
H -2.64 -2.39 -0.38  0.133
C 3.67 0.82 -2.89  -0.617
C 3.40 2.08 -3.70  -0.076
C 2.36 3.02 -3.09  -0.065
O 1.03 2.59 -3.19  -0.556
C 0.59 1.71 -2.16  -0.259
N 3.08 1.71 -5.08  -0.832
H 2.87 0.08 -3.02  0.217
H 4.60 0.35 -3.21  0.209
H 3.74 1.03 -1.82  0.212
H 4.33 2.66 -3.73  0.172
H 2.40 3.97 -3.64  0.167
H 2.61 3.24 -2.04  0.157
H 0.99 2.02 -1.19  0.159
H 0.86 0.67 -2.34  0.189
H -0.50 1.76 -2.13  0.206
H 3.01 2.55 -5.65  0.344
H 2.15 1.30 -5.08  0.361
C -3.70 0.06 4.73  -0.613
C -3.93 0.81 3.42  -0.081
C -5.09 1.81 3.46  -0.071
O -6.39 1.24 3.47  -0.547
C -6.85 0.80 4.72  -0.244
N -4.03 -0.16 2.33  -0.818
H -4.42 -0.74 4.86  0.198
H -2.71 -0.40 4.72  0.224
H -3.77 0.73 5.59  0.191
H -3.03 1.41 3.22  0.187
H -5.05 2.42 2.56  0.188
H -4.98 2.48 4.33  0.150
H -6.52 1.46 5.52  0.160
H -6.52 -0.22 4.95  0.166
H -7.94 0.81 4.68  0.182
H -4.01 0.32 1.43  0.375
H -4.93 -0.61 2.38  0.348
C 5.75 -2.41 2.28  -0.614
C 5.59 -0.96 1.83  -0.077
C 4.18 -0.60 1.36  -0.068
O 3.83 -1.11 0.10  -0.550
C 3.34 -2.44 0.08  -0.251
N 6.61 -0.67 0.82  -0.834
H 5.81 -3.09 1.43  0.205
H 6.67 -2.53 2.85  0.210
H 4.91 -2.72 2.91  0.206
H 5.80 -0.32 2.69  0.177
H 4.13 0.49 1.25  0.175
H 3.43 -0.90 2.11  0.168
H 2.76 -2.66 0.99  0.176
H 4.15 -3.17 -0.01  0.149
H 2.67 -2.53 -0.77  0.220
H 6.60 0.33 0.61  0.349
H 6.33 -1.12 -0.05  0.359


Below is a gas-phase ion, C3H9N4 (charge +1), with properties calculated with ωB97M-V with the def2-TZVPD basis set.

SMILES string ... [H]/N=C1/NC[N@@H+](C)N1
E_tot ... -338.38159 hartree
Relative energy (zero: lowest compared OMol25 entry of this formula, charge and spin) ... 3.789 eV
Net charge ... +1
Spin multiplicity ... 1

Each line ends with the natural charge from an NBO analysis.
Positions of all 16 atoms, in Å:
C -1.55 -0.08 0.01  0.607
C 0.38 1.15 -0.50  -0.069
C 1.47 -0.55 0.81  -0.439
N -2.60 -0.57 0.40  -0.649
N -0.91 1.11 0.22  -0.636
N -0.37 -0.92 -0.86  -0.523
N 0.84 -0.23 -0.51  -0.217
H 0.24 1.66 -1.42  0.237
H 1.07 1.92 -0.06  0.245
H 0.62 -0.28 1.46  0.245
H 1.82 -1.50 0.72  0.228
H 2.30 0.18 1.24  0.264
H -2.99 -1.41 0.06  0.406
H -1.55 1.87 0.25  0.447
H -0.35 -1.97 -0.60  0.404
H 1.59 -0.38 -1.23  0.451


Below is a molecular structure, C43H60Ge2InN4O4S2Si2Te, with properties calculated with ωB97M-V with the def2-TZVPD basis set.

E_tot ... -8181.69133 hartree
Relative energy (zero: lowest compared OMol25 entry of this formula, charge and spin) ... 2.303 eV
Net charge ... +1
Spin multiplicity ... 1

Each line ends with the Löwdin charge.
Positions of all 119 atoms, in Å:
In -0.05 -0.02 -0.43  0.584
O -4.05 -0.87 -0.80  0.121
C -3.07 -0.18 -0.76  -0.430
N -2.04 -0.29 0.18  0.031
C -2.33 -0.77 1.43  -0.467
O -3.41 -1.09 1.87  0.127
C -1.12 -0.83 2.33  -0.247
C -1.29 -1.26 3.64  0.026
C -0.18 -1.39 4.45  -0.005
C 1.07 -1.08 3.93  -0.017
C 1.14 -0.61 2.63  -0.179
N 0.07 -0.49 1.84  -0.020
C -2.86 0.93 -1.77  -0.214
C -3.77 1.01 -2.81  0.029
C -3.62 2.04 -3.73  -0.018
C -2.57 2.93 -3.55  -0.025
C -1.71 2.76 -2.48  -0.137
N -1.84 1.77 -1.59  0.053
H -2.29 -1.50 3.97  0.136
H -0.28 -1.73 5.47  0.126
H 1.97 -1.16 4.52  0.124
H 2.08 -0.28 2.22  0.089
H -4.56 0.28 -2.88  0.131
H -4.30 2.13 -4.57  0.121
H -2.41 3.75 -4.24  0.115
H -0.88 3.43 -2.35  0.087
C 1.61 5.17 -0.35  -0.151
C 1.02 3.78 -0.58  -0.382
Ge 1.73 2.39 0.61  0.883
C 0.87 2.54 2.39  -0.360
C 0.85 4.00 2.85  -0.158
C 3.62 2.75 0.89  -0.241
C 4.49 1.97 0.25  -0.348
Ge 3.53 0.57 -0.72  1.011
C 3.95 0.53 -2.64  -0.336
C 5.07 -0.46 -2.95  -0.147
C 3.58 -1.24 0.09  -0.350
C 4.95 -1.68 0.59  -0.138
C 5.95 2.21 0.18  -0.234
C 6.82 1.21 -0.24  -0.058
C 8.19 1.42 -0.31  -0.064
C 8.71 2.66 0.03  -0.071
C 7.86 3.68 0.43  -0.065
C 6.49 3.46 0.50  -0.030
H 1.24 5.88 -1.09  0.077
H 2.70 5.16 -0.42  0.065
H 1.35 5.57 0.63  0.053
H 1.25 3.47 -1.61  0.056
H -0.06 3.79 -0.47  0.047
H 1.46 1.94 3.09  0.052
H -0.14 2.14 2.40  0.055
H 1.82 4.48 2.75  0.064
H 0.56 4.06 3.90  0.079
H 0.13 4.58 2.28  0.069
H 3.95 3.59 1.50  0.069
H 4.21 1.54 -2.95  0.075
H 3.05 0.25 -3.18  -0.008
H 6.05 -0.10 -2.62  0.058
H 5.14 -0.62 -4.03  0.082
H 4.90 -1.44 -2.50  0.058
H 3.19 -1.94 -0.65  0.032
H 2.88 -1.26 0.91  -0.001
H 5.65 -1.83 -0.24  0.066
H 4.87 -2.63 1.12  0.053
H 5.39 -0.95 1.27  0.075
H 6.43 0.23 -0.50  0.065
H 8.85 0.62 -0.63  0.110
H 9.78 2.84 -0.03  0.109
H 8.26 4.65 0.68  0.110
H 5.84 4.27 0.78  0.107
C 3.09 -7.40 1.68  -0.174
Si 2.68 -5.67 1.12  0.403
C 3.12 -4.44 2.46  -0.188
C 3.59 -5.29 -0.47  -0.173
C 0.83 -5.60 0.77  -0.567
Te -0.09 -3.67 0.77  1.261
C -2.04 -4.38 0.26  -0.552
Si -2.39 -4.75 -1.56  0.421
C -2.43 -3.11 -2.44  -0.145
C -4.05 -5.60 -1.64  -0.168
C -1.05 -5.82 -2.31  -0.172
H 4.17 -7.54 1.77  0.037
H 2.71 -8.15 0.98  0.038
H 2.65 -7.61 2.66  0.036
H 4.20 -4.40 2.63  0.035
H 2.65 -4.72 3.40  0.040
H 2.78 -3.42 2.22  -0.010
H 4.67 -5.27 -0.33  0.044
H 3.29 -4.32 -0.87  0.001
H 3.36 -6.05 -1.22  0.036
H 0.29 -6.14 1.55  0.016
H 0.60 -6.08 -0.18  -0.007
H -2.74 -3.62 0.62  0.007
H -2.18 -5.26 0.90  0.016
H -3.26 -2.49 -2.08  0.032
H -2.54 -3.23 -3.52  0.022
H -1.50 -2.57 -2.25  0.005
H -4.82 -4.98 -1.18  0.038
H -4.03 -6.56 -1.11  0.034
H -4.35 -5.79 -2.67  0.037
H -0.07 -5.33 -2.24  0.003
H -1.26 -5.96 -3.38  0.040
H -0.98 -6.80 -1.85  0.039
O -2.34 -2.93 -5.73  -0.268
S -1.04 -2.36 -5.85  0.661
O -0.54 -1.92 -7.11  -0.250
N -0.92 -1.07 -4.76  -0.022
C -0.05 -1.33 -3.87  -0.700
S 0.44 0.01 -2.82  0.693
C 0.64 -2.64 -3.94  -0.227
C 1.66 -3.16 -3.15  -0.021
C 2.18 -4.40 -3.49  -0.060
C 1.69 -5.11 -4.58  -0.044
C 0.67 -4.59 -5.37  -0.016
C 0.17 -3.36 -5.03  -0.216
H 2.04 -2.59 -2.31  0.078
H 2.99 -4.82 -2.90  0.078
H 2.12 -6.08 -4.82  0.118
H 0.29 -5.13 -6.23  0.132


Below is 2 unconnected molecules or ions with the total composition CHIN2O2S, with properties calculated with ωB97M-V with the def2-TZVPD basis set.

E_tot ... -994.37784 hartree
Relative energy (zero: lowest compared OMol25 entry of this formula, charge and spin) ... 3.002 eV
Spin multiplicity ... 1

Each line ends with the natural charge from an NBO analysis.
Positions of all 8 atoms, in Å:
C 0.62 0.64 0.99  0.288
N -0.33 0.29 1.56  -0.328
N 1.83 0.78 0.48  -0.181
O 1.18 -0.40 -3.06  -0.785
O 1.94 0.54 -0.83  -0.394
S 0.71 -0.02 -1.74  1.381
I -2.84 -0.90 0.47  -0.105
H -3.10 -0.92 2.13  0.123


Below is a single H2NO2P molecule, with properties calculated with ωB97M-V with the def2-TZVPD basis set.

SMILES string ... O=N[PH2]=O
E_tot ... -547.67912 hartree
Relative energy (zero: lowest compared OMol25 entry of this formula, charge and spin) ... 3.657 eV
Spin multiplicity ... 1

Each line ends with the natural charge from an NBO analysis.
Positions of all 6 atoms, in Å:
N 1.23 0.12 0.34  -0.081
O 1.89 0.90 -0.28  -0.221
O -0.61 -1.69 0.02  -1.040
P -0.50 -0.24 -0.10  1.498
H -0.99 0.33 1.16  -0.089
H -1.03 0.57 -1.15  -0.066


Below is a single C4H7N3O molecule, with properties calculated with ωB97M-V with the def2-TZVPD basis set.

SMILES string ... [H]/N=C\N=C/NC(C)=O
E_tot ... -396.02812 hartree
Relative energy (zero: lowest compared OMol25 entry of this formula, charge and spin) ... 3.273 eV
Spin multiplicity ... 1

Each line ends with the natural charge from an NBO analysis.
Positions of all 15 atoms, in Å:
C -0.85 -1.35 -0.39  -0.745
C -1.69 -0.11 0.16  0.721
C 0.29 1.62 -0.25  0.305
C 1.75 0.00 0.80  0.219
H -0.06 -0.86 -0.98  0.231
H -0.62 -2.23 0.43  0.281
H -1.47 -1.71 -1.31  0.248
H -1.70 1.88 0.40  0.427
H 0.27 2.59 -0.54  0.174
H 1.34 -0.21 1.79  0.191
H 2.57 -0.91 -0.85  0.347
N -0.99 1.17 -0.07  -0.700
N 1.56 1.18 0.06  -0.488
N 2.40 -0.98 0.15  -0.661
O -2.79 -0.08 0.61  -0.548